The following is a quantum chemistry calculation of a cluster of 2 separate species, C2H11N3O in total, from the Open Molecules 2025 dataset.

The geometry in ORCA input format:
```
! wB97M-V def2-TZVPD RIJCOSX def2/J DEFGRID3
* xyz 1 2
N -2.741 0.401 -1.518
C -2.070 1.200 -2.643
N -2.989 1.690 -3.705
H -2.095 0.669 -0.703
H -3.671 0.782 -1.478
H -1.524 2.082 -2.307
H -1.313 0.530 -2.882
H -2.316 1.884 -4.455
H -3.425 0.797 -4.083
N 2.480 -0.260 2.573
C 2.736 -1.594 2.762
O 2.275 -2.142 4.033
H 2.446 0.371 3.299
H 3.313 0.075 1.998
H 2.055 -2.080 2.082
H 3.824 -1.876 2.467
H 3.016 -2.530 4.559
*
```

HOMO-LUMO gap (spin up / spin down) in eV: 7.1 / 1.5
LUMO (spin up / spin down) in eV: -4.25 / -9.84
E_HOMO (spin up / spin down) in eV: -11.3 / -11.3
Relative energy (zero: lowest compared OMol25 entry of this formula, charge and spin) in kJ/mol: 255.9